[1]
Here is a 10-piece molecular cluster, C45H55N5O15 overall from OMol25. Energies are from wB97M-V/def2-TZVPD.

Last column: Mulliken charge in e.
Atoms and positions in Å:
1 O -0.330 8.002 5.188  -0.593
2 N 0.517 7.104 5.288  0.943
3 O 1.612 7.204 5.867  -0.581
4 C 0.229 5.800 4.564  -0.004
5 C 1.149 4.802 4.734  -0.343
6 C 0.916 3.564 4.154  -0.461
7 C -0.286 3.338 3.491  -0.191
8 C -1.226 4.381 3.308  -0.629
9 C -0.987 5.604 3.912  -0.412
10 H 1.991 5.052 5.412  0.475
11 H 1.607 2.730 4.307  0.354
12 H -0.427 2.365 3.082  0.540
13 H -2.144 4.278 2.724  0.372
14 H -1.609 6.494 3.997  0.483
15 O -3.381 -1.292 -3.506  -0.641
16 N -4.063 -1.177 -2.501  1.186
17 O -3.726 -0.540 -1.500  -0.484
18 C -5.378 -1.832 -2.513  -0.311
19 C -5.814 -2.586 -3.564  -0.177
20 C -7.015 -3.263 -3.506  -0.725
21 C -7.798 -3.182 -2.340  -0.420
22 C -7.334 -2.488 -1.252  -0.683
23 C -6.113 -1.843 -1.337  0.035
24 H -5.192 -2.654 -4.422  0.577
25 H -7.400 -3.673 -4.411  0.468
26 H -8.711 -3.744 -2.293  0.397
27 H -7.816 -2.454 -0.280  0.395
28 H -5.690 -1.306 -0.450  0.299
29 O 5.052 4.937 -0.795  -0.630
30 N 4.171 5.053 -1.652  0.964
31 O 4.359 5.210 -2.837  -0.600
32 C 2.739 5.107 -1.208  -0.062
33 C 1.677 5.213 -2.059  -0.582
34 C 0.376 5.309 -1.554  -0.310
35 C 0.162 5.359 -0.167  -0.708
36 C 1.257 5.246 0.688  0.312
37 C 2.534 5.145 0.182  -0.604
38 H 1.820 4.991 -3.100  0.453
39 H -0.463 5.333 -2.235  0.496
40 H -0.852 5.444 0.178  0.408
41 H 1.125 5.206 1.757  0.206
42 H 3.403 5.088 0.811  0.549
43 O 1.012 1.933 0.940  -0.252
44 N 0.110 1.514 0.242  1.029
45 O -0.950 2.096 0.098  -0.476
46 C 0.458 0.313 -0.617  -0.480
47 C -0.612 -0.215 -1.332  0.801
48 C -0.366 -1.289 -2.177  -0.390
49 C 0.932 -1.872 -2.238  -0.714
50 C 1.928 -1.289 -1.509  -0.594
51 C 1.723 -0.215 -0.682  -0.772
52 H -1.568 0.313 -1.299  -0.198
53 H -1.176 -1.655 -2.775  0.477
54 H 1.128 -2.654 -2.933  0.562
55 H 2.895 -1.722 -1.708  0.486
56 H 2.496 0.313 -0.181  0.489
57 O 5.854 2.712 6.440  -0.592
58 N 6.392 3.154 5.444  0.997
59 O 7.456 3.724 5.305  -0.578
60 C 5.694 2.903 4.088  0.040
61 C 6.101 3.711 3.029  -0.417
62 C 5.521 3.564 1.769  -0.435
63 C 4.502 2.618 1.538  -0.595
64 C 4.104 1.837 2.625  0.033
65 C 4.653 1.993 3.873  -0.966
66 H 6.923 4.411 3.142  0.466
67 H 5.781 4.204 0.918  0.508
68 H 4.011 2.478 0.569  0.549
69 H 3.322 1.074 2.484  0.580
70 H 4.310 1.393 4.687  0.519
71 C 1.268 -6.196 0.177  -1.215
72 C 1.266 -5.754 -1.264  0.922
73 C 2.465 -5.961 -2.151  -1.234
74 O 0.288 -5.166 -1.701  -0.400
75 H 0.547 -5.737 0.860  0.163
76 H 2.224 -6.049 0.586  0.359
77 H 1.087 -7.248 0.351  0.423
78 H 3.152 -5.097 -2.022  0.243
79 H 2.185 -5.997 -3.209  0.355
80 H 2.982 -6.861 -1.844  0.410
81 C -2.853 1.845 -3.795  -0.896
82 C -2.746 3.041 -2.847  0.884
83 C -3.320 2.868 -1.477  -0.498
84 O -2.214 4.041 -3.154  -0.562
85 H -3.850 1.492 -3.975  0.360
86 H -2.294 0.987 -3.469  -0.025
87 H -2.472 2.121 -4.759  0.429
88 H -2.768 3.565 -0.849  -0.015
89 H -3.190 1.856 -1.122  -0.070
90 H -4.363 3.173 -1.398  0.503
91 C -4.163 -6.764 -3.901  -1.286
92 C -3.545 -5.441 -4.322  0.788
93 C -2.254 -5.132 -3.604  -0.777
94 O -3.982 -4.681 -5.079  -0.523
95 H -3.485 -7.611 -4.243  0.339
96 H -5.126 -6.995 -4.374  0.355
97 H -4.240 -6.782 -2.804  0.316
98 H -1.799 -4.235 -3.968  0.210
99 H -1.601 -5.943 -3.833  0.456
100 H -2.404 -5.162 -2.510  0.163
101 C 2.776 -3.095 3.027  -1.133
102 C 3.599 -2.470 1.908  0.978
103 C 4.394 -3.413 1.040  -1.077
104 O 3.773 -1.302 1.827  -0.451
105 H 2.518 -2.286 3.676  0.309
106 H 3.411 -3.768 3.637  0.455
107 H 1.956 -3.675 2.598  0.111
108 H 5.148 -3.850 1.748  0.406
109 H 4.914 -2.838 0.285  0.344
110 H 3.783 -4.224 0.615  0.051
111 C -1.837 -1.153 1.906  -1.016
112 C -1.031 -2.249 1.230  0.650
113 C -1.901 -3.220 0.348  -0.409
114 O 0.155 -2.338 1.340  -0.413
115 H -1.138 -0.354 2.211  0.039
116 H -2.198 -1.619 2.796  0.537
117 H -2.643 -0.727 1.320  0.213
118 H -1.887 -4.180 0.827  0.474
119 H -1.317 -3.270 -0.541  -0.151
120 H -2.842 -2.816 -0.005  0.067

SMILES string = O=[N+]([O-])c1ccccc1.O=[N+]([O-])c1ccccc1.O=[N+]([O-])c1ccccc1.O=[N+]([O-])c1ccccc1.O=[N+]([O-])c1ccccc1.CC(C)=O.CC(C)=O.CC(C)=O.CC(C)=O.CC(C)=O
Orbital gap = 0.3012 Eh

=====

[2]
Here is C34H29F6MoN3O14S2Te as an isolated structure from OMol25. Energies are from wB97M-V/def2-TZVPD.

Last column: Löwdin spin population.
Atoms and positions in Å:
1 Mo -2.214 0.065 0.225  1.585
2 O 2.066 4.089 3.450  0.019
3 C 1.079 3.695 2.869  0.014
4 C -0.147 4.517 2.506  0.008
5 O -0.334 5.679 2.760  0.020
6 C -1.038 3.609 1.682  0.008
7 C -0.420 2.284 1.738  0.004
8 O -0.888 1.239 1.139  0.086
9 C 0.828 2.323 2.366  0.011
10 O 1.672 1.366 2.442  0.225
11 O -2.048 3.918 1.088  0.017
12 F -5.960 2.936 2.754  0.000
13 C -5.638 3.297 1.509  0.001
14 F -4.731 4.239 1.550  0.000
15 F -6.733 3.766 0.910  0.000
16 S -5.067 1.792 0.616  0.002
17 O -3.887 1.327 1.342  0.015
18 O -6.201 0.921 0.623  0.000
19 N -4.729 2.428 -0.768  0.001
20 S -3.760 1.999 -1.900  0.004
21 O -2.451 1.516 -1.430  0.033
22 O -4.353 1.278 -2.978  0.002
23 C -3.333 3.656 -2.571  0.000
24 F -2.547 3.485 -3.638  0.000
25 F -2.694 4.383 -1.673  0.000
26 F -4.438 4.290 -2.952  0.000
27 O -2.445 -1.208 1.842  0.025
28 C -3.387 -1.978 2.047  0.032
29 C -4.506 -2.241 1.202  0.002
30 C -5.431 -3.189 1.653  0.005
31 C -6.511 -3.514 0.883  0.000
32 C -6.715 -2.907 -0.368  0.005
33 C -5.829 -1.979 -0.824  -0.002
34 C -4.698 -1.614 -0.059  0.011
35 O -3.909 -0.710 -0.531  0.030
36 N -7.461 -4.503 1.366  0.000
37 O -7.293 -4.967 2.482  -0.001
38 O -8.426 -4.756 0.663  0.000
39 H -3.359 -2.529 2.992  0.000
40 H -5.292 -3.672 2.611  0.000
41 H -7.584 -3.185 -0.948  0.000
42 H -5.963 -1.481 -1.774  0.000
43 C 0.105 -2.922 -1.698  0.007
44 C -1.091 -2.379 -0.942  0.043
45 O -2.028 -3.123 -0.641  0.066
46 N -1.075 -1.052 -0.655  0.057
47 Te 1.722 -0.263 0.623  0.442
48 C 3.673 -0.499 1.419  0.017
49 C 3.986 -1.693 2.071  0.009
50 C 2.999 -2.815 2.291  0.013
51 C 5.291 -1.887 2.519  -0.001
52 C 6.277 -0.931 2.337  0.006
53 C 7.675 -1.149 2.851  0.001
54 C 5.932 0.256 1.701  -0.001
55 C 4.644 0.499 1.244  0.008
56 C 4.329 1.833 0.620  0.004
57 C 2.371 -0.007 -1.394  0.061
58 C 3.209 -0.945 -2.001  0.020
59 C 3.746 -2.152 -1.276  0.015
60 C 3.570 -0.747 -3.332  0.002
61 C 3.126 0.348 -4.056  0.005
62 C 3.522 0.547 -5.494  0.001
63 C 2.297 1.268 -3.421  -0.001
64 C 1.911 1.115 -2.098  0.008
65 C 1.022 2.148 -1.458  0.018
66 H -0.230 -3.696 -2.387  0.000
67 H 0.792 -3.386 -0.984  0.004
68 H 0.632 -2.133 -2.232  0.001
69 H 1.967 -2.472 2.338  0.008
70 H 3.220 -3.327 3.228  0.000
71 H 3.065 -3.554 1.489  0.000
72 H 5.536 -2.816 3.025  0.000
73 H 7.909 -2.212 2.924  0.000
74 H 7.791 -0.714 3.846  0.000
75 H 8.412 -0.678 2.199  0.000
76 H 6.687 1.025 1.567  0.000
77 H 5.227 2.447 0.555  0.000
78 H 3.598 2.359 1.235  0.001
79 H 3.919 1.725 -0.386  0.002
80 H 3.000 -2.577 -0.601  0.010
81 H 4.621 -1.895 -0.674  0.000
82 H 4.035 -2.925 -1.988  0.001
83 H 4.214 -1.477 -3.811  0.001
84 H 4.154 -0.267 -5.847  0.000
85 H 4.071 1.482 -5.621  0.000
86 H 2.640 0.596 -6.135  0.000
87 H 1.940 2.132 -3.972  0.000
88 H 0.867 2.997 -2.123  0.001
89 H 1.455 2.524 -0.526  0.006
90 H 0.044 1.727 -1.224  0.003

Net charge = -1
2S+1 = 4
Orbital gap (alpha / beta) = 0.2371 / 0.2223 Eh

=====

[3]
Here is one molecule with the formula C2H2FOP from OMol25. Energies are from wB97M-V/def2-TZVPD.

Last column: Mulliken charge in e.
Atoms and positions in Å:
1 C 0.593 -1.336 -0.429  0.726
2 C 0.311 -0.075 -0.105  -0.888
3 O 0.683 -2.457 -0.648  -0.216
4 F -1.465 1.833 1.190  -0.312
5 P -1.436 1.096 -0.282  0.079
6 H 0.562 0.269 1.023  0.287
7 H 0.751 0.669 -0.749  0.324

Orbital gap (alpha / beta) = 0.2219 / 0.2220 Eh

=====

[4]
Here is C11H25CeN2O5P2 as an isolated structure from OMol25. Energies are from wB97M-V/def2-TZVPD.

Last column: Löwdin spin population.
Atoms and positions in Å:
1 C -0.812 0.798 -3.281  0.000
2 C -0.807 0.284 -1.980  0.001
3 N -0.005 0.804 -1.013  0.000
4 C 0.807 1.834 -1.331  0.001
5 C 0.816 2.404 -2.604  0.000
6 C 0.005 1.875 -3.602  0.000
7 C -1.694 -0.896 -1.687  0.002
8 P -2.345 -0.989 0.036  0.001
9 Ce -0.051 -0.146 1.512  1.005
10 P 2.314 1.296 1.043  0.006
11 C 1.738 2.432 -0.296  0.000
12 O -0.657 -3.269 -2.225  0.000
13 O 0.190 -3.601 0.158  -0.002
14 H -1.465 0.325 -4.015  0.000
15 H 1.473 3.251 -2.781  0.000
16 H 0.008 2.293 -4.607  0.000
17 C -3.816 0.092 0.020  -0.001
18 C -3.063 -2.658 0.114  0.000
19 H 2.648 2.801 -0.790  0.000
20 H 1.261 3.301 0.186  0.000
21 H -1.142 -1.910 -1.946  0.000
22 H -2.575 -0.886 -2.349  0.000
23 C 2.666 2.473 2.392  0.001
24 C 3.954 0.792 0.452  0.002
25 H 0.689 -2.778 0.523  -0.002
26 H 0.438 -4.337 0.740  0.000
27 H -0.224 -3.504 -1.325  0.000
28 H 0.040 -3.255 -2.900  0.000
29 H -0.911 1.443 1.818  -0.006
30 H 1.133 -1.568 1.044  -0.002
31 H -4.606 -0.333 -0.614  0.000
32 H -4.198 0.191 1.046  0.000
33 H -3.560 1.096 -0.341  0.000
34 H -3.869 -2.767 -0.624  0.000
35 H -2.284 -3.413 -0.058  0.000
36 H -3.470 -2.809 1.123  0.000
37 H 4.654 1.636 0.424  0.000
38 H 4.342 0.022 1.132  0.000
39 H 3.871 0.345 -0.547  0.000
40 H 3.537 3.096 2.148  0.000
41 H 1.789 3.108 2.577  0.000
42 H 2.869 1.900 3.309  0.000
43 O 0.355 -0.895 5.794  0.000
44 N 0.075 -0.149 4.888  0.000
45 O -0.219 1.035 4.906  0.000
46 O 0.098 -0.765 3.531  -0.006

2S+1 = 2
Orbital gap (alpha / beta) = 0.2539 / 0.2595 Eh

=====

In Eh, the electronic energy values for the records above are, in order, -3149.595641, -4262.460501, -593.746569, -2077.451942.
In g mol⁻¹, the molar mass values for the records above are, in order, 905.95, 1105.28, 92.01, 467.39.
In kJ/mol, the energy relative to the best compared isomer or geometry (same formula, charge and spin) values for the records above are, in order, 1274.4, 63.6, 242.5, 22.3.